DFT (the ωB97M-V functional and the def2-TZVPD basis) results for 9 unconnected molecules or ions with the total composition C18H56N13O9 in a non-equilibrium geometry.

XYZ file:
```
96
Properties=species:S:1:pos:R:3:forces:R:3
C -0.1567 2.7266 0.3228 -1.24 2.23 -0.99
O -0.5694 4.0574 0.3307 0.28 -0.86 0.51
H 0.7306 2.5495 -0.2850 0.99 -0.08 0.01
H -0.0433 2.2341 1.2886 0.21 -0.26 0.66
H -0.9047 2.1735 -0.2452 -0.71 -1.17 -0.19
C -3.8212 5.7825 4.4496 -1.93 1.25 0.12
O -4.4501 6.0938 5.4452 -0.31 0.23 0.61
N -4.1551 6.2047 3.1954 -0.48 0.39 -0.63
N -2.7712 5.0082 4.4136 2.82 -2.19 -0.51
H -3.5695 5.9350 2.4180 -0.33 0.39 -0.08
H -4.9008 6.8763 3.0819 0.36 -0.28 0.04
H -2.4472 4.7797 3.4847 0.53 -0.29 0.32
H -2.3765 4.4773 5.1768 -0.51 0.46 -0.05
C 3.7080 4.9673 4.8479 1.99 6.72 -6.40
O 3.1693 5.3160 3.8133 0.00 0.39 -0.84
N 3.2857 4.0955 5.5710 -4.49 -8.40 6.24
N 4.8109 5.5129 5.3502 2.92 1.58 0.96
H 2.4655 3.6117 5.2345 0.11 -0.19 0.52
H 3.7857 3.8570 6.4155 -0.75 -0.51 -0.23
H 5.3391 6.2298 4.8736 -0.32 -0.28 0.21
H 5.0878 5.1524 6.2522 0.60 0.71 -0.38
C 5.5664 3.1121 -0.1792 -2.74 4.57 -0.13
O 4.8414 4.1222 -0.2744 0.91 -1.78 -0.14
N 6.1163 2.7110 0.9181 1.84 -1.37 6.03
N 6.0004 2.3789 -1.1550 0.29 -1.61 -4.06
H 5.8162 3.0403 1.8245 -0.21 0.46 -0.45
H 6.5487 1.8025 1.0058 -0.19 0.19 -0.28
H 5.4942 2.5325 -2.0154 0.62 -0.53 -0.20
H 6.6781 1.6567 -0.9570 -0.47 0.11 -0.82
C -2.3443 7.2101 -3.5231 2.21 5.02 1.76
O -1.6592 7.8174 -2.6797 -0.84 0.07 -0.85
N -2.9419 7.8212 -4.5363 -0.59 2.70 -1.49
N -2.4912 5.9753 -3.5073 -0.74 -7.67 0.86
H -3.5561 7.4158 -5.2281 0.23 0.27 0.40
H -2.7914 8.8116 -4.4080 -0.52 0.03 -0.84
H -3.0412 5.4695 -4.1868 0.21 0.07 0.38
H -2.1570 5.5182 -2.6710 0.12 -0.43 -0.12
C -6.0919 0.9948 -2.0788 -1.06 -2.38 0.76
O -7.2664 0.9586 -2.3221 -2.15 0.29 -0.92
N -5.3130 2.0131 -2.1205 1.02 5.65 -1.50
N -5.3752 -0.0363 -1.7297 1.95 -4.15 1.35
H -5.7893 2.7053 -2.6810 0.82 0.94 0.57
H -4.4459 2.1620 -1.6245 -0.32 0.09 -0.31
H -4.3963 0.1505 -1.5658 -0.23 -0.80 -0.01
H -5.7497 -0.9689 -1.6291 0.07 0.42 0.11
C -0.4703 -4.9483 7.4423 -1.62 0.80 -0.34
C -2.0185 -4.9490 6.9876 3.66 -0.70 1.04
C -2.0398 -4.5508 5.4816 0.29 1.32 1.72
O -1.4450 -3.2402 5.3140 -1.11 -1.37 1.31
C -1.3910 -2.8631 3.9948 1.43 0.66 -1.25
N -2.5866 -6.2790 7.2166 -0.44 1.15 -0.07
H 0.1145 -5.3066 6.5951 0.25 -0.17 0.26
H -0.2709 -5.4759 8.3750 -0.27 -0.45 -0.23
H -0.1789 -3.9206 7.6592 0.09 0.08 -0.34
H -2.5448 -4.3529 7.7330 -0.17 0.78 -0.78
H -3.0863 -4.5536 5.1770 -0.09 0.05 -0.57
H -1.4289 -5.2735 4.9405 -0.20 -0.26 -0.21
H -0.6831 -3.4763 3.4372 -0.21 -0.79 -0.30
H -0.8460 -1.9212 3.9335 -0.58 0.46 0.23
H -2.3388 -2.8078 3.4593 -0.21 0.01 0.17
H -3.4393 -6.0994 6.7060 -0.64 -1.65 -0.09
H -2.0294 -7.0497 6.8765 -0.16 0.09 -0.54
C 3.7316 -7.7879 1.4576 1.60 -1.11 0.43
C 2.5406 -6.8480 1.5190 1.53 0.58 -1.31
C 2.7333 -5.5713 0.6056 -0.32 -0.13 0.92
O 3.3111 -4.5524 1.3686 0.08 1.43 -0.10
C 3.2791 -3.2379 0.7507 0.49 -0.58 0.86
N 1.3555 -7.4985 1.0545 -1.21 0.26 0.30
H 4.7082 -7.3610 1.2293 -0.14 0.54 -0.26
H 3.6408 -8.6691 0.8225 -0.46 0.35 -0.70
H 3.9619 -8.3026 2.3904 -0.41 0.26 0.61
H 2.4948 -6.5206 2.5577 -0.52 0.36 -0.08
H 1.7391 -5.2571 0.2878 -0.31 0.04 -0.11
H 3.3509 -5.6736 -0.2867 0.04 -0.83 -0.23
H 3.6396 -2.5759 1.5380 -0.25 0.10 -0.08
H 2.2974 -2.9179 0.4014 -0.27 -0.27 0.24
H 3.9651 -3.1080 -0.0863 0.19 -0.50 -0.20
H 1.2815 -8.4704 1.3193 0.06 0.06 -0.34
H 1.2194 -7.3222 0.0694 -0.12 -0.53 0.05
C -0.1251 -0.0601 -10.8330 0.60 -0.17 -0.08
C 0.3223 0.1531 -9.3753 -1.63 -0.74 -1.92
C -0.8458 -0.2275 -8.4937 0.53 0.06 1.35
O -0.4194 -0.0950 -7.1136 -0.14 1.52 -0.52
C -1.4805 -0.1020 -6.1693 0.34 -2.34 -0.27
N 1.4544 -0.7260 -9.2019 0.54 0.36 1.68
H 0.6975 0.2170 -11.4923 -0.17 0.54 -0.08
H -1.0722 0.3953 -11.1221 0.13 0.12 0.01
H -0.1613 -1.1349 -11.0110 -0.48 -0.19 0.14
H 0.5672 1.2020 -9.2080 0.31 -0.10 0.14
H -1.1143 -1.2784 -8.6011 -0.13 -0.25 -0.46
H -1.6994 0.3779 -8.7988 -0.28 0.27 0.58
H -1.1260 -0.2482 -5.1490 0.58 1.22 -0.01
H -1.8390 -1.1263 -6.2716 -1.38 -0.07 -0.29
H -2.2608 0.6493 -6.2911 0.23 0.07 -0.02
H 1.5622 -0.6012 -8.2055 1.31 0.30 0.66
H 1.1049 -1.6683 -9.1023 -0.37 -0.60 -0.91
```
Positions in Å, forces in eV/Å.

Computed properties:
* largest force on an atom: 0.22145 hartree/bohr
* energy relative to the best compared isomer or geometry (same formula, charge and spin): 102.7 kcal/mol
* HOMO-LUMO gap: 4.1 eV
* HOMO energy: -2.139 eV
* molecular weight: 598.73 g mol⁻¹
* spin multiplicity: 1
* charge: -1

From a Mulliken analysis of the wavefunction, the atomic charges in e read: C -0.428; O -0.842; H 0.152; H 0.117; H 0.044; C 0.610; O -0.676; N -0.381; N -0.307; H 0.192; H 0.192; H 0.155; H 0.197; C 0.660; O -0.645; N -0.321; N -0.411; H 0.251; H 0.148; H 0.206; H 0.116; C 0.638; O -0.647; N -0.418; N -0.395; H 0.235; H 0.175; H 0.236; H 0.169; C 0.629; O -0.689; N -0.431; N -0.336; H 0.168; H 0.234; H 0.154; H 0.260; C 0.678; O -0.654; N -0.389; N -0.382; H 0.182; H 0.218; H 0.153; H 0.188; C -1.281; C 0.256; C -0.603; O -0.274; C -0.759; N -0.679; H 0.280; H 0.409; H 0.325; H 0.304; H 0.338; H 0.320; H 0.275; H 0.302; H 0.291; H 0.255; H 0.241; C -1.510; C 0.707; C -0.860; O -0.320; C -0.726; N -0.665; H 0.332; H 0.376; H 0.391; H 0.200; H 0.400; H 0.390; H 0.254; H 0.320; H 0.289; H 0.227; H 0.193; C -1.378; C 0.363; C -0.739; O -0.304; C -0.824; N -0.807; H 0.350; H 0.385; H 0.313; H 0.338; H 0.344; H 0.377; H 0.312; H 0.333; H 0.279; H 0.366; H 0.289